{
  "formula": "C4H11N2",
  "method": "wB97M-V/def2-TZVPD",
  "species": ["C", "C", "C", "C", "N", "N", "H", "H", "H", "H", "H", "H", "H", "H", "H", "H", "H"],
  "positions_angstrom": [[-0.57, -1.83, 0.03], [0.49, -1.07, -0.30], [2.18, 0.61, -0.02], [-1.52, 1.36, -0.05], [-2.04, 0.14, 0.00], [0.98, -0.04, 0.37], [-0.89, -2.54, -0.59], [-0.87, -1.73, 1.06], [0.91, -1.12, -1.22], [2.56, 0.10, -0.82], [2.05, 1.62, -0.30], [2.95, 0.80, 0.74], [-0.85, 1.80, -0.71], [-1.65, 1.98, 0.87], [-2.04, -0.31, -0.91], [-2.69, -0.20, 0.68], [0.85, 0.11, 1.36]],
  "lowdin_charge": [0.0151, -0.2284, -0.0678, 0.1255, 0.1177, -0.0564, 0.0262, 0.0769, 0.1045, 0.0671, 0.0731, 0.1103, 0.0823, 0.1227, 0.1381, 0.1411, 0.1520],
  "e_above_lowest_kcal_mol": 88.3,
  "homo_energy_ev": [-12.386, -12.387],
  "charge": 1
}

---

{
  "formula": "C4H11N2",
  "method": "wB97M-V/def2-TZVPD",
  "species": ["N", "C", "C", "C", "C", "N", "H", "H", "H", "H", "H", "H", "H", "H", "H", "H", "H"],
  "positions_angstrom": [[-2.22, 0.61, -0.38], [-1.94, -0.53, 0.45], [-0.51, -1.07, 0.12], [0.46, 0.04, 0.34], [1.42, 0.31, -0.53], [2.72, 0.88, -0.04], [-2.15, 0.37, -1.36], [-3.13, 1.01, -0.20], [-2.03, -0.42, 1.53], [-2.57, -1.42, 0.27], [-0.52, -1.48, -0.89], [-0.42, -1.99, 0.70], [0.26, 0.64, 1.22], [1.46, 0.04, -1.57], [3.35, 1.07, -0.81], [2.67, 1.73, 0.54], [3.16, 0.22, 0.60]],
  "lowdin_charge": [0.0130, -0.3053, -0.1838, -0.0770, -0.0664, 0.1940, 0.0814, 0.0813, 0.1163, 0.1113, 0.1216, 0.1291, 0.1342, 0.1282, 0.1704, 0.1787, 0.1730],
  "e_above_lowest_kcal_mol": 55.6,
  "homo_energy_ev": -12.559,
  "smiles": "NCC/C=C/[NH3+]",
  "charge": 1
}

---

{
  "formula": "C4H11N2",
  "method": "wB97M-V/def2-TZVPD",
  "species": ["C", "C", "C", "C", "N", "N", "H", "H", "H", "H", "H", "H", "H", "H", "H", "H", "H"],
  "positions_angstrom": [[-0.72, -1.61, 0.35], [0.84, -1.63, 0.68], [0.23, -0.72, -0.30], [-0.88, 0.98, -1.70], [0.32, 1.33, 1.38], [0.30, 0.20, -1.14], [-1.13, -2.47, -0.18], [-1.29, -1.33, 1.18], [1.43, -1.38, 1.50], [1.36, -2.42, 0.08], [-1.58, 0.60, -0.95], [-0.67, 2.02, -1.47], [-1.05, 0.73, -2.77], [-0.14, 1.81, 2.30], [0.42, 2.19, 0.81], [1.30, 1.09, 1.61], [1.25, 0.62, -1.38]],
  "lowdin_charge": [0.0185, 0.0094, -0.2833, 0.0412, -0.0024, 0.0502, 0.1322, 0.1000, 0.0938, 0.1404, 0.0933, 0.0925, 0.1171, 0.1221, 0.0302, 0.0381, 0.2065],
  "e_above_lowest_kcal_mol": 78.1,
  "homo_energy_ev": -14.699,
  "charge": 1
}

---

{
  "formula": "C4H11N2",
  "method": "wB97M-V/def2-TZVPD",
  "species": ["C", "C", "C", "C", "N", "N", "H", "H", "H", "H", "H", "H", "H", "H", "H", "H", "H"],
  "positions_angstrom": [[-1.98, 0.37, 0.08], [-3.36, 0.13, -0.27], [3.39, 0.18, -0.34], [1.89, 0.10, -0.24], [-1.12, -0.50, 0.37], [1.37, -0.18, 0.91], [-1.64, 1.41, -0.01], [-3.96, 0.99, -0.67], [-3.94, -0.48, 0.37], [-3.45, -0.73, -1.08], [3.87, 0.70, -1.19], [3.69, 0.55, 0.60], [3.71, -0.88, -0.36], [1.16, 0.50, -1.02], [-1.53, -1.42, 0.56], [-0.09, -0.38, 0.60], [2.01, -0.36, 1.70]],
  "lowdin_charge": [-0.1347, -0.0410, -0.0543, -0.1998, 0.2042, 0.0451, 0.1529, 0.1199, 0.0766, 0.1588, 0.0977, 0.0600, 0.1006, 0.1353, 0.1596, 0.0075, 0.1114],
  "e_above_lowest_kcal_mol": 48.5,
  "homo_energy_ev": -14.729,
  "charge": 1
}

---

no.,molar mass (g/mol)
1,87.15
2,87.15
3,87.15
4,87.15